Record 1
8
Properties=species:S:1:pos:R:3 method="wB97M-V/def2-TZVPD" charge=-1 total_energy_ha=-3534.31917 multiplicity=1 homo_lumo_gap_ev=8.348 e_above_lowest_kcal_mol=49.3 e_lumo_ev=2.9
I 2.13976 -0.59581 0.80014
Br 0.33878 2.27394 0.34651
S -0.85030 -0.60368 0.13049
O -0.57851 -1.80796 -0.63286
O -1.84568 0.26795 -0.42639
O -0.86637 -0.76157 1.57874
C 0.58370 0.51510 -0.14005
H 1.07862 0.71203 -1.65657



Record 2
6
Properties=species:S:1:pos:R:3 method="wB97M-V/def2-TZVPD" charge=-1 total_energy_ha=-2817.94248 multiplicity=1 homo_lumo_gap_ev=5.906 e_above_lowest_kcal_mol=42.8 e_lumo_ev=3.8
Br 0.30930 1.02980 1.06947
O -0.80590 -0.25294 -1.59602
O -2.27101 -0.20506 0.11839
N 1.70442 -0.29032 0.82785
C -1.39929 -0.22847 -0.62491
H 2.46248 -0.05302 0.20522



Record 3
6
Properties=species:S:1:pos:R:3 method="wB97M-V/def2-TZVPD" total_energy_ha=-1457.11570 multiplicity=1 homo_lumo_gap_ev=10.845 e_above_lowest_kcal_mol=1.9 e_lumo_ev=0.4
Cl 0.61215 -0.50692 1.89640
Cl 0.33232 -1.44550 -0.75560
S -1.09399 1.03139 -0.06491
F 1.48396 0.71784 -0.14305
C 0.32973 0.00496 0.13659
H -1.66417 0.19822 -1.06943



Record 4
7
Properties=species:S:1:pos:R:3 method="wB97M-V/def2-TZVPD" total_energy_ha=-1164.19996 multiplicity=1 homo_lumo_gap_ev=10.624 e_above_lowest_kcal_mol=55.0 e_lumo_ev=-0.5
Cl 1.49810 -1.25339 -1.50760
Cl -0.88142 -1.63582 0.04062
O -0.01717 1.14989 -2.25225
O -1.78428 0.28569 -1.48862
N -0.60675 0.41523 -1.51636
C 0.14230 -0.44814 -0.60474
H 0.64720 0.09038 0.29543



| no. | HOMO (eV) |
| --- | --- |
| 1 | -5.49 |
| 2 | -2.13 |
| 3 | -10.41 |
| 4 | -11.16 |